ORCA calculation (the ωB97M-V functional and the def2-TZVPD basis) on a cluster of 15 separate species, C30H90O15 in total.

Results
* LUMO energy: 0.21 eV
* HOMO-LUMO gap: 9.8 eV
* energy relative to the best compared isomer or geometry (same formula, charge and spin): 166.0 kcal/mol

Each line ends with the Mulliken charge.
Positions of all 135 atoms, in Å:
C 2.94 -4.49 -0.90  -1.130
C 2.74 -4.80 -2.31  0.453
C 3.05 -3.51 -3.15  -0.777
O 3.72 -5.67 -2.71  -0.601
H 2.96 -5.47 -0.41  0.450
H 2.10 -3.95 -0.45  0.181
H 3.89 -4.09 -0.54  0.279
H 1.77 -5.24 -2.55  0.192
H 2.26 -2.76 -3.03  -0.200
H 3.16 -3.65 -4.22  0.374
H 3.98 -3.09 -2.77  0.400
H 4.57 -5.22 -2.68  0.369
C 0.22 8.21 -2.60  -1.408
C 1.15 7.08 -2.22  0.530
C 0.78 6.26 -0.96  -0.177
O 1.23 6.17 -3.24  -0.539
H 0.35 9.05 -1.91  0.399
H -0.84 7.95 -2.62  0.298
H 0.48 8.56 -3.60  0.357
H 2.19 7.40 -2.18  0.202
H 0.62 6.89 -0.09  0.444
H 1.51 5.50 -0.70  -0.117
H -0.18 5.75 -1.07  -0.267
H 0.37 5.79 -3.45  0.323
C -0.12 0.67 0.45  -1.576
C 0.04 -0.80 0.23  0.759
C 0.29 -1.01 -1.32  -0.939
O 1.02 -1.41 1.01  -0.032
H -0.07 0.88 1.51  0.425
H -1.13 0.97 0.16  0.413
H 0.60 1.28 -0.09  0.209
H -0.92 -1.29 0.38  0.162
H 1.28 -0.66 -1.64  0.131
H -0.45 -0.41 -1.84  0.303
H 0.14 -2.06 -1.57  0.172
H 1.78 -0.87 0.82  -0.292
C -0.85 -6.80 -1.32  -1.515
C -1.35 -5.73 -0.34  1.566
C -2.83 -5.38 -0.55  -1.233
O -1.23 -6.16 1.02  -0.554
H -1.39 -7.73 -1.15  0.379
H 0.21 -7.06 -1.27  0.356
H -0.95 -6.51 -2.36  0.372
H -0.84 -4.78 -0.48  -0.461
H -2.88 -4.76 -1.45  0.387
H -3.29 -4.78 0.23  0.200
H -3.32 -6.34 -0.69  0.314
H -1.31 -5.38 1.59  0.286
C 0.69 -0.19 -4.95  -1.143
C 0.49 -1.56 -5.64  1.272
C -1.00 -1.95 -5.79  -1.576
O 1.11 -1.51 -6.95  -0.586
H -0.16 0.14 -4.35  0.170
H 0.65 0.60 -5.70  0.477
H 1.66 -0.16 -4.47  0.288
H 0.95 -2.33 -5.03  -0.312
H -1.57 -2.00 -4.86  0.339
H -1.07 -2.98 -6.11  0.395
H -1.50 -1.26 -6.47  0.362
H 2.04 -1.47 -6.73  0.336
C 0.04 2.51 5.79  -0.651
C 0.27 1.02 6.05  -0.016
O 0.54 0.75 7.42  -0.566
H -0.28 3.08 6.66  0.344
H -0.73 2.57 5.02  -0.044
H 0.95 3.02 5.48  0.262
H 1.11 0.70 5.43  0.151
H -0.58 0.47 5.65  0.246
H 0.68 -0.16 7.66  0.290
C 4.28 3.54 2.30  -0.752
C 3.98 5.03 2.32  -0.379
O 3.32 5.47 1.13  -0.400
H 3.40 2.96 2.60  0.185
H 5.12 3.33 2.96  0.423
H 4.58 3.14 1.33  0.130
H 4.90 5.58 2.52  0.333
H 3.38 5.10 3.22  0.213
H 3.90 5.97 0.55  0.269
C -3.24 2.96 2.88  -0.736
C -4.17 2.57 4.05  -0.139
O -5.11 3.61 4.22  -0.577
H -3.73 3.70 2.24  0.421
H -2.82 2.13 2.32  0.103
H -2.43 3.57 3.29  0.277
H -3.75 2.40 5.04  0.244
H -4.87 1.80 3.73  0.090
H -5.83 3.50 3.60  0.303
C -3.81 -4.97 3.36  -1.210
C -2.79 -3.74 3.46  0.317
O -1.52 -4.29 3.25  -0.452
H -3.44 -5.74 2.68  0.314
H -4.77 -4.57 3.04  0.356
H -4.06 -5.38 4.34  0.349
H -3.02 -3.25 4.40  0.402
H -3.20 -3.05 2.71  -0.276
H -0.79 -3.74 3.51  0.328
C 4.65 -1.01 0.52  -0.643
C 4.51 -0.05 -0.64  -0.138
O 3.46 0.84 -0.23  -0.218
H 3.66 -1.41 0.76  -0.233
H 5.05 -0.40 1.33  0.288
H 5.35 -1.82 0.32  0.389
H 4.26 -0.33 -1.66  0.190
H 5.46 0.45 -0.82  0.335
H 3.30 1.51 -0.89  0.181
C -4.38 0.30 -2.53  -0.641
O -4.30 1.04 -1.31  -0.556
H -4.16 -0.75 -2.31  0.199
H -5.40 0.29 -2.93  0.316
H -3.59 0.59 -3.22  0.292
H -4.93 0.58 -0.75  0.203
C 2.01 -3.14 3.99  -0.775
O 0.79 -2.81 3.40  -0.571
H 1.93 -4.11 4.49  0.304
H 2.76 -3.28 3.22  0.232
H 2.48 -2.41 4.65  0.252
H 0.97 -2.26 2.63  0.478
C -2.48 4.14 -1.00  -0.488
O -3.70 3.65 -0.52  -0.481
H -1.95 4.65 -0.19  0.158
H -1.90 3.32 -1.41  0.272
H -2.60 4.86 -1.81  0.284
H -3.77 2.78 -0.91  0.396
C -4.97 -1.12 1.24  -0.291
O -5.79 -0.86 0.15  -0.579
H -5.14 -2.14 1.59  0.308
H -3.92 -1.17 0.92  0.052
H -5.18 -0.48 2.10  0.203
H -6.17 -1.72 -0.08  0.318
C 3.08 2.97 -3.38  -0.620
O 3.13 3.01 -1.97  -0.475
H 2.03 3.04 -3.64  0.202
H 3.69 3.79 -3.77  0.324
H 3.50 2.06 -3.81  0.263
H 2.98 3.90 -1.65  0.228

=====

ORCA calculation (the ωB97M-V functional and the def2-TZVPD basis) on a cluster of 10 separate species, C30H90O40P10 in total.

Results
* structure (SMILES): COP(=O)(OC)OC.COP(=O)(OC)OC.COP(=O)(OC)OC.COP(=O)(OC)OC.COP(=O)(OC)OC.COP(=O)(OC)OC.COP(=O)(OC)OC.COP(=O)(OC)OC.COP(=O)(OC)OC.COP(=O)(OC)OC
* LUMO energy: 0.20 eV
* HOMO-LUMO gap: 10.3 eV
* energy relative to the best compared isomer or geometry (same formula, charge and spin): 137.3 kcal/mol

Each line ends with the Mulliken charge.
Positions of all 170 atoms, in Å:
C -3.21 -3.84 6.56  -0.864
O -2.33 -3.68 5.39  0.418
P -2.62 -4.43 3.99  0.226
O -1.67 -4.15 2.91  -0.027
O -2.86 -6.02 4.43  -0.321
C -1.84 -6.96 4.32  -0.329
O -4.09 -3.88 3.65  -0.374
C -4.68 -4.21 2.40  -0.674
H -2.63 -4.28 7.37  0.187
H -4.00 -4.53 6.26  0.370
H -3.61 -2.91 6.97  0.239
H -2.08 -7.95 4.70  0.326
H -1.06 -6.75 5.05  -0.074
H -1.51 -7.09 3.29  0.271
H -3.95 -4.88 1.94  0.443
H -4.93 -3.26 1.92  0.107
H -5.58 -4.78 2.62  0.249
C -1.87 -0.50 -5.20  -0.454
O -2.79 0.40 -4.53  0.357
P -4.31 0.64 -4.96  0.510
O -5.04 -0.58 -5.44  -0.729
O -4.33 1.88 -6.05  -0.318
C -5.41 2.15 -6.94  -0.701
O -5.00 1.33 -3.67  -0.354
C -4.95 0.73 -2.38  -0.146
H -1.69 -1.36 -4.56  0.201
H -0.91 0.00 -5.11  -0.025
H -2.04 -0.63 -6.27  0.407
H -5.71 3.17 -6.68  0.258
H -6.22 1.43 -6.85  0.310
H -5.04 2.21 -7.96  0.245
H -5.73 0.04 -2.05  0.110
H -5.05 1.43 -1.55  0.353
H -3.94 0.34 -2.23  -0.021
C -2.19 4.17 0.12  -0.360
O -0.81 4.59 0.08  -0.412
P 0.09 4.56 -1.30  0.795
O 1.52 5.01 -1.01  -0.685
O -0.78 5.53 -2.32  -0.267
C -0.15 6.54 -2.99  -0.794
O -0.13 3.03 -1.81  0.392
C 0.28 2.63 -3.16  -0.561
H -2.51 3.85 -0.87  0.200
H -2.90 4.92 0.48  0.333
H -2.24 3.30 0.77  0.005
H 0.93 6.64 -2.84  0.307
H -0.59 7.45 -2.58  0.319
H -0.20 6.49 -4.08  0.245
H 0.93 1.77 -3.04  0.216
H 0.79 3.38 -3.76  0.048
H -0.55 2.36 -3.81  0.257
C 3.30 3.01 3.31  -0.244
O 4.56 3.53 3.67  -0.426
P 5.10 5.00 3.01  0.843
O 6.43 5.42 3.41  -0.715
O 4.81 4.76 1.46  -0.045
C 5.58 3.86 0.66  -0.335
O 3.88 6.01 3.45  -0.330
C 3.49 7.16 2.67  -0.561
H 2.61 3.30 4.11  0.240
H 3.35 1.93 3.25  0.288
H 2.99 3.42 2.35  0.077
H 6.20 3.15 1.21  0.412
H 6.39 4.44 0.23  0.382
H 5.00 3.40 -0.14  -0.273
H 3.48 8.04 3.31  0.245
H 2.46 7.03 2.36  0.224
H 4.13 7.31 1.80  0.291
C -1.40 0.14 -0.08  0.131
O -0.42 -0.82 0.46  1.351
P 1.02 -1.06 -0.23  -0.411
O 1.04 -0.97 -1.70  -0.703
O 1.98 -0.02 0.62  -0.365
C 2.07 1.35 0.26  0.210
O 1.48 -2.57 0.33  -0.388
C 1.21 -3.01 1.66  -0.351
H -1.11 0.58 -1.04  -0.026
H -1.47 1.00 0.59  0.023
H -2.37 -0.33 -0.22  -0.278
H 1.94 2.00 1.13  -0.237
H 1.33 1.67 -0.48  -0.262
H 3.03 1.54 -0.21  0.367
H 0.60 -3.90 1.54  0.142
H 0.68 -2.29 2.28  -0.035
H 2.20 -3.27 2.03  0.351
C 5.98 5.35 -6.04  -0.542
O 4.79 5.81 -5.49  -0.360
P 3.59 4.69 -5.17  0.324
O 2.34 5.23 -4.65  -0.415
O 3.42 3.84 -6.60  -0.419
C 2.75 2.60 -6.66  -0.195
O 4.36 3.57 -4.25  -0.035
C 4.21 3.67 -2.89  -0.731
H 6.71 5.70 -5.32  0.295
H 6.18 5.74 -7.04  0.275
H 6.09 4.27 -6.11  0.150
H 2.50 2.22 -5.67  -0.189
H 3.37 1.94 -7.26  0.247
H 1.82 2.85 -7.17  0.387
H 4.03 4.65 -2.46  0.651
H 5.16 3.39 -2.42  0.342
H 3.39 3.06 -2.51  0.115
C -3.54 -0.72 3.03  -0.234
O -3.13 0.62 3.05  -0.272
P -2.20 1.08 4.25  0.392
O -1.63 2.45 4.05  -0.687
O -3.17 0.85 5.48  -0.354
C -2.78 0.38 6.82  -0.426
O -0.99 -0.05 4.39  0.608
C 0.20 0.30 3.74  -0.862
H -3.06 -1.34 2.27  -0.098
H -4.60 -0.68 2.77  0.247
H -3.33 -1.34 3.90  0.325
H -3.29 0.91 7.62  0.302
H -1.77 0.75 6.99  0.299
H -2.91 -0.68 7.03  0.000
H 0.75 0.85 4.50  0.461
H 0.02 0.91 2.85  0.365
H 0.75 -0.58 3.42  0.023
C -0.06 -5.83 7.81  -0.787
O 0.75 -5.84 6.65  -0.206
P 2.03 -4.84 6.37  0.892
O 3.31 -5.19 7.08  -0.742
O 2.11 -4.71 4.74  -0.172
C 1.75 -5.85 3.91  -0.638
O 1.42 -3.36 6.80  -0.485
C 0.41 -2.73 6.06  -0.023
H -1.05 -6.10 7.44  0.194
H -0.23 -4.94 8.40  0.368
H 0.20 -6.72 8.39  0.350
H 0.67 -5.88 3.83  0.109
H 2.16 -6.77 4.33  0.385
H 2.22 -5.76 2.93  0.286
H -0.52 -2.57 6.61  0.109
H 0.05 -3.15 5.12  -0.116
H 0.91 -1.80 5.78  0.300
C -1.80 -3.53 -0.97  0.100
O -3.19 -3.97 -0.79  -0.525
P -4.43 -2.93 -1.03  0.791
O -4.37 -1.63 -0.26  -0.494
O -4.24 -2.62 -2.67  0.419
C -4.61 -3.59 -3.61  -1.012
O -5.74 -3.86 -0.87  -0.307
C -6.99 -3.39 -1.15  -0.775
H -1.79 -2.46 -1.14  -0.174
H -1.27 -3.99 -1.81  0.391
H -1.23 -3.75 -0.06  -0.214
H -4.96 -4.56 -3.26  0.399
H -3.66 -3.76 -4.13  0.302
H -5.26 -3.18 -4.38  0.248
H -7.50 -3.31 -0.19  0.303
H -7.54 -4.03 -1.83  0.259
H -6.94 -2.37 -1.52  0.293
C 5.97 0.90 -5.38  -0.736
O 4.76 0.15 -5.19  -0.469
P 4.21 -0.03 -3.64  0.599
O 4.73 0.85 -2.56  -0.635
O 2.61 -0.01 -3.82  1.271
C 2.03 -0.89 -4.80  -0.802
O 4.51 -1.55 -3.30  -0.455
C 4.03 -2.10 -2.06  -0.428
H 6.88 0.30 -5.32  0.370
H 5.99 1.78 -4.74  0.169
H 6.07 1.30 -6.39  0.274
H 1.13 -1.22 -4.29  -0.105
H 2.60 -1.80 -4.97  0.429
H 1.82 -0.40 -5.75  0.233
H 3.93 -1.29 -1.34  0.137
H 4.67 -2.87 -1.61  0.369
H 3.03 -2.52 -2.13  0.154

=====

ORCA calculation (the ωB97M-V functional and the def2-TZVPD basis) on a structure of composition C30H94BNaO30.

Results
* LUMO energy: -0.10 eV
* HOMO-LUMO gap: 9.4 eV

Each line ends with the Mulliken charge.
Positions of all 156 atoms, in Å:
Na -2.02 -0.21 -1.32  -0.980
B 0.20 0.25 -0.15  7.937
H -0.59 -0.45 0.07  -2.090
H 0.10 1.17 0.40  -1.165
H 1.07 -0.33 0.14  -0.971
H 0.18 0.37 -1.22  -1.198
C -2.08 0.88 3.15  0.156
C -2.11 1.29 4.66  -0.804
O -2.75 0.38 5.52  -0.647
O -1.11 -0.16 2.95  0.346
H -1.91 1.77 2.54  0.212
H -3.11 0.65 2.86  -0.089
H -2.67 2.22 4.73  0.424
H -1.10 1.49 5.04  0.218
H -2.35 -0.47 5.29  0.540
H -0.80 -0.22 2.05  -0.707
C 4.91 -0.48 -5.00  -0.668
C 4.86 0.27 -3.62  0.521
O 5.63 -0.05 -2.43  -0.617
O 5.99 0.15 -5.72  -0.573
H 3.98 -0.46 -5.55  0.276
H 5.12 -1.50 -4.67  0.440
H 3.83 0.08 -3.29  -0.344
H 4.93 1.36 -3.66  0.384
H 5.27 0.44 -1.69  0.228
H 6.74 -0.24 -5.29  0.342
C -2.31 -4.16 -2.26  0.482
C -3.15 -4.93 -1.27  -0.803
O -2.63 -4.89 0.09  -0.449
O -0.92 -4.49 -2.29  -0.525
H -2.34 -3.07 -2.19  -0.411
H -2.78 -4.33 -3.23  0.497
H -3.08 -5.99 -1.49  0.493
H -4.19 -4.65 -1.45  0.308
H -3.10 -5.49 0.67  0.209
H -0.41 -4.03 -1.63  0.060
C -0.53 -2.21 -4.89  -0.913
C -0.18 -1.35 -3.74  1.872
O -1.11 -0.29 -3.66  -0.414
O -0.21 -1.48 -6.06  -0.572
H -1.56 -2.55 -4.96  0.108
H -0.01 -3.16 -4.84  0.461
H 0.85 -0.99 -3.70  -0.212
H -0.24 -1.85 -2.77  -1.026
H -1.10 0.34 -4.39  0.173
H 0.61 -1.79 -6.46  0.345
C -4.99 -1.62 -3.06  -0.398
C -4.85 -0.75 -4.30  -0.617
O -4.75 0.67 -4.15  -0.589
O -4.16 -1.22 -2.00  -0.066
H -4.80 -2.68 -3.20  0.343
H -5.99 -1.53 -2.66  0.270
H -5.51 -1.01 -5.12  0.437
H -3.85 -0.95 -4.70  0.101
H -4.10 0.76 -3.45  0.303
H -4.40 -1.55 -1.13  -0.127
C 1.98 -3.42 -0.44  -0.219
C 1.90 -4.71 0.45  -0.795
O 0.74 -5.52 0.30  -0.573
O 0.76 -2.84 -0.45  0.456
H 2.24 -3.67 -1.46  0.198
H 2.68 -2.85 0.17  0.273
H 1.96 -4.47 1.51  0.318
H 2.58 -5.50 0.13  0.336
H 0.00 -4.90 0.35  0.179
H 0.87 -1.96 -0.08  -0.861
C 0.89 3.59 3.46  0.546
C 0.55 4.66 4.54  -0.218
O 1.77 4.81 5.34  -0.549
O 1.91 4.05 2.65  -0.331
H 0.04 3.42 2.80  -0.387
H 1.20 2.63 3.89  -0.262
H -0.31 4.40 5.16  0.289
H 0.13 5.49 3.97  0.168
H 2.09 3.93 5.58  0.357
H 2.53 4.61 3.13  0.384
C 1.83 1.86 -4.25  0.654
C 0.72 3.02 -4.14  -0.906
O 0.04 3.08 -2.87  -0.378
O 2.90 2.37 -3.47  -0.546
H 2.12 1.82 -5.30  0.497
H 1.31 0.90 -4.15  -0.678
H 0.01 2.95 -4.97  0.465
H 1.15 4.02 -4.22  0.365
H 0.72 3.30 -2.23  0.154
H 2.76 2.20 -2.54  0.364
C -2.02 6.24 1.99  -0.247
C -2.98 7.13 1.15  -0.488
O -4.04 6.21 0.69  -0.509
O -2.52 5.95 3.34  -0.490
H -1.15 6.80 2.33  0.427
H -1.96 5.32 1.40  0.028
H -2.39 7.28 0.25  0.326
H -3.18 8.11 1.57  0.357
H -4.24 6.39 -0.24  0.296
H -2.72 6.86 3.57  0.297
C -5.22 -2.60 1.39  -0.846
C -3.79 -2.00 1.62  0.309
O -3.07 -2.14 0.45  1.086
O -5.85 -1.75 0.36  -0.562
H -5.81 -2.68 2.30  0.513
H -5.02 -3.61 1.04  0.227
H -3.38 -2.11 2.62  0.039
H -3.95 -0.92 1.67  -0.325
H -2.70 -3.03 0.43  -0.432
H -6.70 -2.19 0.23  0.254
C 6.05 -2.44 -0.16  -0.044
C 5.56 -3.02 -1.52  -0.106
O 6.41 -2.82 -2.67  -0.636
O 6.07 -3.36 0.90  -0.535
H 5.40 -1.57 -0.01  -0.181
H 6.96 -1.85 -0.25  0.539
H 4.67 -2.45 -1.80  -0.086
H 5.12 -4.01 -1.49  0.512
H 6.35 -1.90 -2.92  0.300
H 6.58 -2.91 1.58  0.295
C 3.27 0.59 3.91  -0.199
C 4.43 -0.31 3.52  -0.131
O 5.54 0.02 4.30  -0.577
O 2.14 -0.11 3.50  -0.219
H 3.28 1.62 3.58  0.171
H 3.28 0.64 5.00  0.331
H 4.70 -0.31 2.47  0.071
H 4.05 -1.26 3.91  0.251
H 6.18 -0.58 3.92  0.326
H 1.32 0.25 3.83  0.010
C 3.15 2.44 0.03  0.511
C 3.65 3.89 -0.31  -0.641
O 4.81 3.89 -1.04  -0.654
O 2.33 2.02 -0.99  0.629
H 2.52 2.63 0.90  -0.265
H 3.90 1.67 0.22  0.233
H 3.89 4.44 0.61  0.201
H 2.94 4.43 -0.93  0.282
H 4.72 4.18 -1.95  0.351
H 1.61 1.54 -0.58  -0.532
C -2.06 -4.14 5.86  -0.628
C -1.87 -3.37 4.54  -0.074
O -2.10 -2.02 4.65  -0.507
O -1.70 -5.53 5.59  -0.515
H -3.10 -4.14 6.17  0.313
H -1.47 -3.71 6.67  0.355
H -2.72 -3.72 3.94  0.127
H -0.89 -3.55 4.10  0.303
H -1.53 -1.51 4.06  0.205
H -2.04 -5.92 6.40  0.313
C -3.63 2.65 -1.73  -1.225
C -3.13 2.65 -0.34  0.276
O -3.55 1.49 0.39  -0.410
O -2.82 1.74 -2.50  -0.215
H -3.61 3.65 -2.17  0.423
H -4.67 2.35 -1.82  0.280
H -3.63 3.41 0.26  0.796
H -2.06 2.84 -0.34  -0.322
H -4.09 1.80 1.12  0.318
H -2.08 2.24 -2.86  -0.087